Record 1
Density functional theory data (wB97M-V/def2-TZVPD) for C39H22Cl10F5N2O2PTeTi as an isolated structure.

The value obtained for the frontier orbital gap is 7.15 eV. The net charge is -2. As for the HOMO energy: -3.5 eV. The value obtained for the energy is -8319.7966 Ha. The value obtained for the molecular weight is 1206.6 g/mol. The calculation puts the energy above the lowest of the compared OMol25 structures with the same formula, charge and spin at 0.000 eV.

Structure (XYZ):
```
83
C39H22Cl10F5N2O2PTeTi wB97M-V/def2-TZVPD
Te -0.1003 1.9452 3.5945
Ti -1.1524 1.1744 -0.0685
Cl -5.2719 6.8868 0.0080
Cl -3.8182 0.3062 -2.1437
Cl 1.7035 -0.2420 -4.9675
Cl -3.5997 -1.2034 -4.8622
Cl 0.1949 3.9482 0.2625
Cl -2.6601 8.5574 0.3995
Cl -5.0971 3.7527 -0.2624
Cl 1.4443 1.4157 -2.3563
Cl -0.8372 -1.4867 -6.2673
Cl 0.0982 7.0883 0.5266
P 2.2344 -1.5177 -0.5479
F 1.3660 3.1741 3.1110
F 1.2971 0.6663 4.0994
F 0.2516 2.6601 5.2972
F -1.3987 3.4539 3.5361
F -1.3730 0.8671 4.6332
O 0.3197 0.7021 0.4361
O -2.3867 2.7362 -0.1223
N 1.6665 -3.1312 -3.0284
N 3.2637 -2.6085 -1.4245
C -4.0209 -2.5519 1.3289
C -0.9542 -0.6700 -4.7468
C -1.2910 4.8056 0.1881
C -3.8521 1.0472 2.3031
C -3.6776 4.7041 -0.0441
C 2.2359 -3.4124 3.6762
C 2.2864 -4.0327 -5.1643
C 3.4275 0.4970 0.9964
C 3.6263 -3.9999 -4.7889
C -1.1369 0.6260 -2.2304
C 3.3354 -3.0762 1.5653
C -2.2518 0.0962 -2.8736
C -3.5213 -0.1803 1.6681
C 0.1743 -0.0976 -4.1748
C -4.9479 1.1572 3.1101
C -5.7852 0.0424 3.3285
C -2.0859 -1.5488 0.3050
C -2.4491 4.0237 0.0054
C 4.2667 1.5812 1.2088
C -2.1852 -0.5495 -4.1096
C -2.9041 -2.6755 0.5550
C -3.7404 6.0869 0.0787
C 3.4978 -0.2304 -0.1940
C -2.3707 -0.3055 0.8241
C 5.2034 1.9396 0.2444
C 2.9518 -3.0890 -2.6770
C 3.3254 -3.6248 2.8363
C -4.3556 -1.3026 1.9124
C 2.2535 -2.3242 1.1064
C -1.3523 6.1822 0.3102
C 4.4407 0.1331 -1.1523
C 1.1660 -2.1290 1.9500
C -2.5810 6.8356 0.2543
C 1.1610 -2.6604 3.2347
C -5.4933 -1.1578 2.7455
C 1.3585 -3.5818 -4.2420
C 5.2956 1.2076 -0.9334
C 0.0496 0.5750 -2.9610
C 3.9722 -3.5250 -3.5439
H 5.0075 -3.4688 -3.2311
H 4.4851 -0.4006 -2.0960
H 0.3436 -1.5220 1.6248
H 6.0180 1.4837 -1.6932
H 1.9723 -4.3831 -6.1382
H 4.1739 -4.2051 3.1827
H -3.2072 1.9059 2.1607
H -5.1628 2.1002 3.5967
H 2.2395 -3.8168 4.6814
H 5.8547 2.7909 0.4079
H 0.2995 -3.5830 -4.4863
H 4.3990 -4.3328 -5.4727
H 4.2497 -2.6174 -1.2138
H 2.7021 0.2388 1.7562
H -4.6605 -3.4071 1.5237
H -1.2050 -1.6908 -0.3207
H 4.1618 2.1489 2.1264
H 4.1987 -3.2304 0.9275
H -2.6391 -3.6351 0.1251
H 0.3287 -2.4491 3.8935
H -6.6526 0.1385 3.9717
H -6.1227 -2.0251 2.9206
```

Atomic partial charges in e from the Mulliken method, atoms 1 to 4: Te 1.80; Ti -1.17; Cl -0.23; Cl -0.17

Record 2
Density functional theory data (wB97M-V/def2-TZVPD) for C39H26AsF8GaN2OS8Sb as an isolated structure at a distorted geometry.

The value obtained for the frontier orbital gap is 6.69 eV. The net charge is -1. As for the HOMO energy: -5.1 eV. The value obtained for the energy is -10071.8420 Ha. The value obtained for the molecular weight is 1213.6 g/mol. The calculation puts the energy above the lowest of the compared OMol25 structures with the same formula, charge and spin at 0.000 eV.

Structure (XYZ):
```
87
C39H26AsF8GaN2OS8Sb wB97M-V/def2-TZVPD
Sb 0.9351 1.6306 -1.2577
As -0.9928 -1.0031 4.0153
Ga -1.1714 -1.6270 -0.0290
S -1.6244 -0.5154 2.0083
S -0.7752 -3.0320 -1.9934
S 1.9401 -5.0521 -3.1419
S -3.3279 -2.8214 0.2486
S 0.8077 -6.6740 2.2788
S 1.8101 -6.1720 -0.4417
S -0.7070 -4.9375 0.3116
S -2.3557 0.0269 -1.3443
F 5.4177 -3.2295 2.1988
F 2.9918 -3.6999 3.4212
F 5.4901 -1.6518 -0.1098
F 6.6142 4.2380 -1.6440
F 0.7125 -3.0136 2.2502
F 3.1487 -0.6678 -1.1345
F -0.7635 3.7150 4.4227
F -1.9441 6.3225 -4.2658
O 0.7370 -1.2009 0.0364
N -7.2873 0.0891 -4.8323
N -8.8842 -2.7211 -2.1141
C 5.0041 3.0135 -0.4624
C -0.8043 3.1302 0.8369
C -0.3617 3.3614 3.1640
C 3.1144 -1.5431 -0.0817
C -6.4557 -1.8705 -2.0044
C 0.3128 4.4701 -2.0820
C 0.8919 -0.8320 4.4262
C -5.9718 -0.8664 -2.8531
C -1.6862 -2.8491 4.1202
C 2.7398 -3.4571 -3.0414
C 3.2264 3.2574 -2.6242
C -4.6911 -0.3628 -2.6275
C -4.3093 -1.9454 -0.8280
C 0.8409 2.6949 3.0211
C -1.2988 5.2569 -3.6750
C -1.1871 3.6147 2.0771
C 1.8326 -1.8449 0.4677
C 1.1471 2.1449 1.7709
C -1.0092 2.8999 -3.3215
C -3.8372 -0.8455 -1.6339
C 1.8787 -2.6311 1.6522
C -0.2859 5.5399 -2.7588
C 4.2872 -2.0033 0.4759
C 0.0062 -4.3391 -1.1694
C 3.7524 2.4011 -0.4401
C -6.6882 -0.3547 -3.9320
C 3.0535 -3.0624 2.2462
C 5.3659 3.7308 -1.6026
C 0.6310 -5.9567 0.8191
C 4.2704 -2.7894 1.6447
C -5.6138 -2.4040 -1.0254
C 2.8565 2.5876 -1.4671
C -2.0665 0.1173 5.2430
C -1.6648 3.9285 -4.0033
C -7.7896 -2.3195 -2.0657
C 0.3673 2.4093 0.6708
C 4.5032 3.8627 -2.7010
C 1.1090 -5.0745 -1.5847
C -0.0527 3.1649 -2.3674
H 1.0153 0.0288 5.0824
H -5.9615 -3.2109 -0.4110
H -2.5852 -2.8490 3.4797
H -1.5483 1.0949 5.3187
H 3.5430 1.6748 0.3289
H 4.8296 4.4246 -3.5565
H -2.1122 4.1647 2.1678
H -4.3480 0.4583 -3.2477
H 1.5228 2.5837 3.8610
H 3.5940 -3.4450 -2.3267
H 1.0383 4.6920 -1.3205
H -3.0750 0.2494 4.8047
H 2.5121 3.3500 -3.4382
H -0.9093 -3.5039 3.6841
H 0.0349 6.5387 -2.5247
H 2.0386 -2.6796 -2.7100
H 1.4318 -0.6816 3.4887
H 5.6626 2.9121 0.3965
H -1.2847 1.8638 -3.5058
H 1.1843 -1.7585 4.9323
H -1.4236 3.3141 -0.0190
H 2.0307 1.4964 1.7230
H -1.9587 -3.1177 5.1599
H -2.1406 -0.3616 6.2346
H 3.1442 -3.1857 -4.0233
H -2.4238 3.7101 -4.7458
```

Atomic partial charges in e from the Mulliken method, atoms 1 to 4: Sb 0.52; As 0.67; Ga 0.61; S -0.21

Record 3
Density functional theory data (wB97M-V/def2-TZVPD) for C39H26CrF6N2O4S3 as an isolated structure at a distorted geometry.

The value obtained for the frontier orbital gap (alpha / beta) is 4.52 / 7.48 eV. As for the HOMO energy (alpha / beta): -4.8 / -7.8 eV. The value obtained for the energy is -4750.5467 Ha. The value obtained for the molecular weight is 848.8 g/mol. Its spin multiplicity is 5.

Structure (XYZ):
```
81
C39H26CrF6N2O4S3 wB97M-V/def2-TZVPD
Cr -1.5578 -0.6379 -1.0391
S -2.0640 -3.3461 2.6186
S -2.9896 1.0983 1.3732
S -2.3035 0.2695 -3.1113
F 3.2459 3.9370 -0.3250
F -4.4906 0.8451 -5.0896
F -3.5956 -1.5024 -1.1081
F -6.1494 -2.3127 -1.0092
F -7.0359 0.0075 -4.9972
F -7.9106 -1.5492 -2.9589
O 0.5619 -3.6999 -2.6253
O -2.5703 0.9732 -0.0827
O -0.8741 -2.1963 -1.8529
O 0.0700 0.2813 -1.1967
N -1.3222 -1.6381 0.8624
N 3.8316 -1.3183 -1.9877
C 1.4421 -1.5856 -2.0247
C 0.9005 1.5174 3.6716
C -3.5701 5.0774 0.9828
C -1.4667 1.3137 2.2902
C -5.0719 4.2474 2.6774
C -2.3483 -2.2595 1.3363
C 6.1494 -1.2770 -1.2230
C 1.1219 -1.4802 1.3995
C 5.1580 -1.9288 -2.1764
C -0.2403 1.0639 4.3232
C 1.9151 -2.9478 3.1587
C -3.0903 3.7985 0.7614
C 0.8543 1.8655 2.3260
C -4.4497 -1.1081 -2.1094
C 2.2648 1.9027 -0.9804
C -0.1605 -1.9998 1.5624
C -3.6056 2.7584 1.5150
C -4.8722 0.0629 -4.0816
C 0.3320 -2.5843 -2.2032
C 4.6608 2.1433 -0.8767
C 4.8242 0.8126 -1.3016
C 1.2570 -0.2542 -1.5605
C 0.6429 -3.4352 3.3719
C -4.5502 5.3039 1.9438
C 6.2036 0.2263 -1.4447
C 2.1443 -1.9676 2.1823
C 3.7125 0.0255 -1.5652
C -0.3811 -2.9471 2.5664
C -1.4370 0.9565 3.6291
C -6.6383 -1.1610 -3.0088
C 5.1318 -3.4366 -1.9532
C 2.6974 -2.0466 -2.2511
C -0.3370 1.7618 1.6235
C -4.6018 2.9602 2.4583
C 2.4067 0.5601 -1.3916
C -5.7511 -1.5427 -2.0287
C -3.9484 -0.2899 -3.1004
C 3.3933 2.6523 -0.7375
C -6.1855 -0.3604 -4.0423
H 5.4849 -1.7294 -3.2038
H 6.1595 -3.7970 -1.8905
H 7.1323 -1.7249 -1.3756
H -0.3841 1.9866 0.5641
H 6.8833 0.6975 -0.7312
H -3.1771 5.9036 0.4046
H 2.7379 -3.3199 3.7556
H -2.3338 3.6080 0.0084
H 2.8087 -3.0416 -2.6477
H 0.4435 -4.1662 4.1472
H -5.8469 4.4216 3.4126
H -0.1925 0.7816 5.3676
H -3.3537 -2.1374 0.9488
H -2.3326 0.5837 4.1170
H 3.1419 -1.5679 2.0446
H 1.2741 2.3217 -0.8724
H 4.6456 -3.9795 -2.7637
H 1.3020 -0.6920 0.6809
H 4.6213 -3.6780 -1.0177
H -5.0013 2.1178 3.0152
H -4.9122 6.3095 2.1163
H 1.7498 2.2012 1.8149
H 1.8382 1.5853 4.2103
H 5.5234 2.7631 -0.6562
H 5.8359 -1.4896 -0.1941
H 6.5996 0.4333 -2.4447
```

Atomic partial charges in e from the Mulliken method, atoms 1 to 4: Cr 1.05; S -0.31; S 0.12; S -0.65

Record 4
Density functional theory data (wB97M-V/def2-TZVPD) for C39H26F5N9O4Zr as an isolated structure at a distorted geometry.

The value obtained for the frontier orbital gap is 6.55 eV. The net charge is +2. As for the HOMO energy: -13.9 eV. The value obtained for the energy is -2841.3451 Ha. The value obtained for the molecular weight is 870.9 g/mol. The calculation puts the energy above the lowest of the compared OMol25 structures with the same formula, charge and spin at 5.892 eV.

Structure (XYZ):
```
84
C39H26F5N9O4Zr wB97M-V/def2-TZVPD
Zr 0.6527 0.3650 -0.4108
F 1.3883 1.6600 3.2081
F 5.0504 0.1137 2.6804
F 3.4750 0.9501 -0.3351
F 5.5617 2.9094 1.4898
F 1.1948 2.0108 0.4697
O 1.8309 -0.3718 1.3709
O -2.0872 -3.1383 -6.0381
O 1.1923 0.7612 -2.1844
O -1.0452 -5.0100 -5.7767
N -2.5820 4.2858 -1.2327
N -0.2636 -2.1099 1.0614
N -3.8839 2.8363 7.2986
N 0.2547 -3.6282 3.3219
N 1.5231 -1.6904 -1.1104
N -0.9674 2.0615 -0.9434
N -1.0471 -0.8517 -1.5404
N -1.0884 0.4928 1.2466
N -1.3286 -3.8831 -5.4536
C -0.9631 2.7703 -2.0656
C -1.6863 1.7002 1.3227
C -2.5602 3.1982 5.3386
C -3.1085 3.6096 6.5449
C -0.1661 -2.3743 3.4111
C 2.2144 0.7622 -3.1877
C -1.7450 2.4771 0.0629
C -1.2815 -2.3395 -3.4329
C -2.8204 1.9052 4.9019
C 4.2007 -0.0314 1.6596
C -0.5369 -1.7922 -2.3776
C 2.8415 2.1486 -3.2822
C 2.7351 -2.1611 -0.8605
C -1.7589 3.9017 -2.1963
C 3.3308 -3.1964 -1.5833
C -0.6472 -3.3376 -4.2551
C -2.2424 1.4116 3.6340
C 0.1534 -3.3659 0.9720
C 0.8111 -2.2548 -2.1245
C 3.3885 2.5406 2.3332
C -0.4878 -1.6286 2.2795
C 4.4185 2.3161 1.5149
C 1.3419 -3.2807 -2.9107
C 1.6171 0.3186 -4.5115
C -2.3126 -0.5080 -1.6771
C -3.1402 -1.0301 -2.6713
C 0.3693 -4.1420 2.1038
C -2.2392 2.1959 2.4874
C -1.0958 -0.2749 2.3581
C 2.6351 -3.7518 -2.6226
C -1.6839 0.1432 3.5389
C -3.6253 1.0879 5.6855
C 4.2262 1.0097 0.7581
C -4.1371 1.6044 6.8671
C 2.5399 1.5346 2.6215
C -2.5821 3.5714 -0.1139
C 0.5805 -3.8136 -3.9979
C 2.7692 0.1570 1.9711
C -2.6238 -1.9231 -3.5689
H -4.1720 -0.7153 -2.7310
H 3.6109 2.3068 -2.5280
H 0.6572 -5.1831 2.0288
H -4.7814 1.0001 7.4945
H -2.9143 4.6060 6.9233
H -2.6836 3.1799 2.5112
H -3.8765 0.0816 5.3755
H 2.3952 0.2642 -5.2721
H 3.0621 -4.5468 -3.2210
H -1.6978 -0.5106 4.3990
H -3.2851 3.8748 0.6505
H -0.2188 -1.9528 4.4076
H 4.3232 -3.5311 -1.3185
H -3.2359 -2.3141 -4.3659
H 3.2950 2.2967 -4.2612
H 2.9789 0.0365 -2.8836
H 0.3237 -3.7688 -0.0204
H 0.8606 1.0312 -4.8474
H -1.9264 3.8674 4.7705
H 0.9960 -4.5940 -4.6213
H 1.1491 -0.6639 -4.4330
H 2.0759 2.9134 -3.1463
H -1.7375 4.4966 -3.1004
H -0.3269 2.4131 -2.8629
H -2.7025 0.2016 -0.9607
H 3.2712 -1.7107 -0.0361
```

Atomic partial charges in e from the Mulliken method, atoms 1 to 4: Zr 0.32; F -0.14; F -0.26; F 0.12

Record 5
Density functional theory data (wB97M-V/def2-TZVPD) for C39H27InN6O7 as an isolated structure.

The value obtained for the frontier orbital gap is 7.52 eV. As for the HOMO energy: -8.3 eV. The value obtained for the energy is -2547.9421 Ha. The value obtained for the molecular weight is 806.5 g/mol.

Structure (XYZ):
```
80
C39H27InN6O7 wB97M-V/def2-TZVPD
In -0.9393 -0.6189 -0.2180
O -2.0092 -4.2439 -1.6524
O -2.1363 -2.0689 -1.1291
O 0.1810 1.5609 -0.6245
O -3.0496 2.8311 -1.3920
O -2.5705 -0.8700 3.5096
O -1.3446 -2.0672 4.9520
O -2.3380 0.8747 -0.6310
N -0.1778 -0.7046 -2.4646
N 0.9402 -1.5905 0.0746
N -1.7293 -2.6386 1.4657
N 1.4474 -2.4532 -2.1443
N 1.2232 -1.3784 2.4652
N -0.4385 0.2506 1.8433
C -1.6058 4.3647 0.7138
C 3.6949 -5.3083 0.3472
C 1.3669 3.2230 -4.1493
C 1.5110 -2.4431 -0.8700
C -1.4575 -4.9641 0.9822
C -0.9187 2.0317 3.3725
C -0.9235 -0.0230 -3.3437
C -1.8938 -1.8322 3.7425
C 0.7617 4.1598 0.3888
C -1.1488 1.3306 2.2148
C -0.6862 2.6548 -0.9825
C -1.6107 -2.9342 2.7672
C -1.6860 -3.6457 0.6038
C 2.3227 -3.4483 -0.1451
C 0.6478 4.2203 -4.7846
C -1.3765 5.3293 1.6865
C 3.6163 -5.0024 1.7081
C 2.8891 -3.9081 2.1573
C -0.9408 4.2149 -2.9745
C 3.0498 -4.5307 -0.6055
C -0.2316 3.1929 -2.3438
C 1.3948 -1.9443 1.3205
C -0.7917 -0.1326 -4.7109
C 0.6991 -1.5977 -2.9430
C 2.2441 -3.1479 1.1981
C 0.5008 -0.2263 2.6793
C -1.3625 -4.2121 3.2374
C 0.9324 2.7130 -2.9330
C 0.9882 5.1119 1.3690
C -0.5347 3.7585 0.0680
C -0.5055 4.7153 -4.1906
C -2.1548 2.0946 -1.0196
C 0.0821 1.5731 4.2259
C 0.1567 -1.0160 -5.2076
C 0.8973 -1.7606 -4.3184
C -1.9549 -3.3198 -0.8620
C 0.7739 0.4350 3.8893
C -1.2669 -5.2461 2.3172
C -0.0845 5.6975 2.0267
H 4.2715 -6.1695 0.0347
H 0.2960 -1.1411 -6.2737
H 1.6231 -2.4921 -4.6399
H -1.6744 0.6302 -2.9302
H -1.6204 -1.3326 5.5141
H 4.1349 -5.6312 2.4205
H -1.4229 0.4593 -5.3578
H -2.6182 4.0940 0.4493
H 1.6056 3.7433 -0.1528
H -1.0711 5.5000 -4.6770
H -2.2210 5.7947 2.1794
H -1.4399 -5.7211 0.2115
H -1.2586 -4.3829 4.2982
H -1.0709 -6.2576 2.6481
H 0.0871 6.4463 2.7892
H -1.5117 2.9073 3.5911
H 2.8224 -3.6527 3.2063
H 3.1021 -4.7557 -1.6620
H 1.5366 0.0107 4.5252
H 2.2691 2.8288 -4.6004
H -1.9371 1.6199 1.5353
H 2.0020 5.4074 1.6070
H 0.7024 1.8059 0.1500
H 0.9867 4.6197 -5.7321
H 1.4887 1.9204 -2.4514
H -1.8406 4.5958 -2.5185
H 0.3053 2.0919 5.1497
```

Atomic partial charges in e from the Mulliken method, atoms 1 to 4: In 2.51; O -0.73; O -0.64; O -0.75